Density functional theory data (wB97M-V/def2-TZVPD) for a structure of composition C4H20KO8 at a distorted geometry.

Summary:
HOMO	-0.4708	Eh
relative energy (zero: lowest compared OMol25 entry of this formula, charge and spin)	0.00	kJ/mol
energy	-37172.1665	eV
net charge	+1

Structure (XYZ):
```
33
Properties=species:S:1:pos:R:3:forces:R:3
K 0.04212 0.04361 0.08040 -0.5 0.2 0.0
O -0.44802 -2.11423 -1.56941 -1.0 0.5 -0.8
H -0.52171 -2.32312 -2.51197 -0.1 0.0 0.3
H 0.36632 -2.49352 -1.28748 1.0 -0.6 0.5
O -1.97101 -0.99610 1.61095 0.5 1.3 -0.4
H -2.26783 -1.78999 1.21832 -0.7 -1.3 -1.0
H -1.88582 -1.24457 2.51303 0.1 0.0 1.4
O 1.79295 0.33340 -1.86441 0.4 1.5 0.4
H 2.44009 1.03297 -2.10035 -0.6 -0.8 0.1
H 2.06207 -0.45774 -2.30488 0.4 -0.7 -0.6
O 1.16577 -2.34022 0.73930 -0.4 -1.0 0.1
H 2.11265 -2.20349 0.74645 0.5 -0.2 0.2
H 1.01439 -3.25310 1.07614 0.3 1.0 -0.3
C 1.66806 1.35958 3.02823 -0.5 -2.0 -1.1
C 1.37919 -0.05019 3.48815 -0.8 0.5 2.7
O 2.48374 -0.47637 4.25844 0.2 -0.2 0.2
O 0.65604 1.66396 2.12241 -1.9 -1.0 -0.6
H 2.53890 1.28625 2.44030 1.8 0.1 -0.2
H 1.70340 2.17931 3.67818 0.5 0.4 2.0
H 1.20957 -0.77147 2.71233 -0.1 0.1 -1.0
H 0.44243 -0.05666 4.12002 0.7 0.1 -0.6
H 2.17453 -1.06580 4.95122 0.1 0.0 0.0
H 0.97945 2.43491 1.73002 0.1 2.1 -1.3
C -2.23249 1.32081 -2.27336 1.4 0.4 -0.1
C -1.46597 0.77959 -3.51956 -2.4 0.4 -0.3
O -2.41771 0.34008 -4.50091 -0.6 0.1 0.0
O -1.32273 1.98976 -1.42539 1.2 0.3 1.2
H -2.67660 0.57363 -1.60354 0.1 -0.4 -0.6
H -2.99571 2.03860 -2.47336 -0.8 0.2 -1.0
H -0.93803 -0.09340 -3.26163 1.2 -0.8 0.7
H -0.78310 1.51018 -4.00850 -0.7 -0.3 0.5
H -3.22123 -0.03127 -4.07706 0.9 0.4 -0.3
H -1.08370 2.87459 -1.73209 -0.3 -0.3 -0.2
```
Forces are in eV/Å.

Density functional theory data (wB97M-V/def2-TZVPD) for a cluster of 6 separate species, C9H29NO6 in total at a distorted geometry.

Summary:
HOMO	-0.3049	Eh
relative energy (zero: lowest compared OMol25 entry of this formula, charge and spin)	0.00	kJ/mol
energy	-23577.7364	eV
SMILES	CC1(C)CCCC(C)(C)N1O.O.O.O.O.O

Structure (XYZ):
```
45
Properties=species:S:1:pos:R:3:forces:R:3
C -2.12507 -2.73147 1.18164 -0.4 0.0 -0.2
C -1.89613 -1.27453 1.62059 -0.9 -0.3 0.5
C -3.19534 -0.47730 1.39960 0.9 0.0 -1.9
C -1.59292 -1.18708 3.11586 1.2 0.4 0.2
C -0.19945 -1.72931 3.46747 -0.9 -1.0 0.2
C 0.84612 -1.05995 2.61975 0.6 0.8 0.7
C 0.56041 -1.08496 1.11803 0.7 -0.3 0.4
C 1.50550 -0.07779 0.45252 0.3 0.1 0.3
C 0.90601 -2.47566 0.57052 -0.6 -0.3 -0.9
N -0.80443 -0.59862 0.94838 0.2 0.9 0.1
O -1.10893 -0.41058 -0.42873 0.2 -0.6 -0.1
H -1.51972 -3.44365 1.73624 0.2 0.0 -0.2
H -3.16593 -3.02327 1.34363 0.0 0.1 0.1
H -1.96044 -2.82591 0.10697 0.2 -0.1 0.1
H -3.09195 0.51330 1.83454 -0.5 -0.1 0.5
H -3.27056 -0.27602 0.32150 0.0 -0.1 0.2
H -4.06333 -1.09452 1.60081 -0.2 0.4 0.8
H -1.52544 -0.11888 3.35552 -0.5 0.0 0.1
H -2.37869 -1.65885 3.70295 -0.1 0.0 0.0
H 0.00387 -1.61242 4.53459 0.0 0.3 0.0
H -0.21594 -2.82115 3.33625 0.3 0.1 -0.2
H 1.84232 -1.44922 2.86027 -0.1 -0.3 -0.4
H 0.95184 -0.01200 2.94294 -0.4 0.0 -0.1
H 2.52173 -0.19507 0.84282 -0.1 -0.3 -0.1
H 1.23883 0.94389 0.73868 -0.3 0.0 -0.3
H 1.54140 -0.22848 -0.62636 -0.1 0.2 0.0
H 0.43613 -2.64241 -0.40823 0.2 0.3 0.0
H 0.53908 -3.31410 1.16024 0.2 0.2 0.4
H 1.98319 -2.55165 0.42806 0.0 -0.1 0.1
H -0.60629 0.37540 -0.67947 -0.1 0.1 0.0
O 0.62631 1.55654 -2.46733 0.0 -0.3 0.2
H 0.60041 2.06556 -3.28425 -0.1 0.2 0.1
H 1.55996 1.55704 -2.21423 0.0 0.1 -0.1
O 2.76974 4.70034 -4.37979 0.1 -0.1 -0.1
H 3.04465 4.25650 -3.56964 0.0 0.0 0.0
H 1.81506 4.55545 -4.38550 0.1 0.0 0.2
O 3.36503 2.30392 -2.30656 0.2 0.1 0.0
H 3.94560 2.05840 -3.03518 0.0 -0.1 -0.1
H 3.93672 2.34274 -1.53323 0.0 0.0 0.0
O -1.35438 -0.37726 -3.20974 -0.1 0.0 0.0
H -0.68171 0.24011 -2.88890 0.1 -0.1 -0.2
H -1.74904 -0.70672 -2.39458 0.0 -0.1 -0.1
O 0.14413 4.31147 -3.24747 -0.2 0.1 -0.3
H -0.37012 4.85966 -3.84989 -0.1 0.0 0.1
H 0.19178 4.81847 -2.43126 0.0 -0.1 0.1
```
Forces are in eV/Å.

Density functional theory data (wB97M-V/def2-TZVPD) for a structure of composition C9H14Al2BrN2NaO7PS at a distorted geometry.

Summary:
HOMO	-0.3973	Eh
energy	-134635.4956	eV
net charge	+1

Structure (XYZ):
```
38
Properties=species:S:1:pos:R:3:forces:R:3
O 1.68167 2.66694 0.56063 0.9 -0.8 -0.8
P 2.09861 1.40217 -0.49062 -0.2 1.4 1.4
Br 3.01633 2.48853 -2.31808 -0.5 0.7 -0.1
Al 0.24161 0.22886 -1.27618 -1.3 -0.4 -0.7
C -1.56563 1.05426 -0.76549 -2.1 0.5 0.6
C -2.79781 0.22488 -1.12088 -0.7 1.9 1.0
C -4.16801 0.66914 -0.86137 1.9 1.3 0.5
C -4.37554 1.98357 -0.21124 1.3 -1.9 -0.6
C -3.14987 2.81860 0.13646 1.5 -0.5 -0.1
C -1.76590 2.38568 -0.11427 -3.1 -1.6 -0.5
H 2.53748 2.98012 0.91899 -0.7 0.0 0.0
H 0.30536 0.27818 -2.88643 0.2 0.2 0.0
H 0.30408 -1.33277 -0.90918 0.1 0.3 0.3
H -2.65451 -0.75721 -1.63664 0.0 1.0 0.6
H -5.02497 0.02097 -1.15977 0.8 0.8 0.4
H -5.42659 2.34482 -0.02367 1.3 0.0 -0.6
H -3.34446 3.82706 0.60652 0.2 -0.9 -0.8
H -0.88456 3.01477 0.14989 -1.0 -0.5 -0.2
Na 3.61836 -0.00651 -2.09227 0.7 -1.2 0.1
C 0.13063 -4.79126 -1.19490 -0.1 0.0 0.3
N 1.31206 -4.23264 -1.90431 0.0 0.0 0.0
O 2.13219 -3.62908 -1.23731 0.0 0.0 -0.3
O 1.37329 -4.41933 -3.10333 0.1 0.2 0.3
H 0.21007 -4.54833 -0.13892 0.1 0.0 -0.1
H -0.75699 -4.33754 -1.62998 0.1 -0.1 -0.1
H 0.13727 -5.86874 -1.34540 -0.1 0.1 -0.1
O -4.00280 -0.58563 1.70900 -0.8 2.2 -0.3
S -2.64143 -0.76071 2.27425 0.2 -1.9 1.0
O -1.69132 -1.06530 1.18139 -0.2 0.4 -0.5
O -2.63977 -1.84755 3.23801 0.2 0.5 -0.5
O -2.24669 0.51630 2.94147 -1.3 2.5 -0.6
Al -4.14738 1.89843 2.12266 2.1 -3.6 0.3
C 5.94955 1.54405 2.06149 -0.3 -0.4 -0.3
C 5.20343 0.61522 1.17810 0.4 0.2 0.4
N 4.62527 -0.10677 0.49582 0.4 0.1 -0.1
H 5.82405 2.56896 1.71195 0.0 -0.1 0.0
H 5.57349 1.46625 3.08154 0.0 0.0 -0.1
H 7.00946 1.29157 2.05206 -0.1 0.0 0.0
```
Forces are in eV/Å.

Density functional theory data (wB97M-V/def2-TZVPD) for a cluster of 2 separate species, C12H16N2O5 in total at a distorted geometry.

Summary:
HOMO	-0.3338	Eh
relative energy (zero: lowest compared OMol25 entry of this formula, charge and spin)	863.13	kJ/mol
energy	-25914.8643	eV

Structure (XYZ):
```
35
Properties=species:S:1:pos:R:3:forces:R:3
C -1.64531 1.00273 -0.74563 0.6 1.1 -0.3
C -1.29325 -0.30451 -0.04623 -2.0 2.8 0.8
C -0.94872 0.98954 -2.11144 -0.8 -1.2 -3.6
C 0.50301 1.08936 -2.27280 0.6 1.6 2.0
C 1.11155 2.32148 -2.40822 1.4 0.1 -0.3
C 1.31421 0.07769 -2.00051 4.7 -1.6 -0.6
C 2.47636 2.49827 -2.36728 -0.4 1.2 1.0
C 2.81686 0.18410 -2.02321 -6.1 -1.6 -0.2
C 3.32487 1.40421 -2.13659 0.5 2.2 1.1
C -0.96793 -1.42474 2.11089 1.7 0.5 1.0
C -1.81528 -2.74914 2.13960 -2.3 -0.4 2.7
C -0.81615 -0.90021 3.62198 -0.9 4.6 -4.3
H -0.29973 2.69998 -0.38337 -3.9 -2.2 2.2
H -1.98713 2.92075 0.36639 1.7 -2.3 -1.0
H -2.74752 0.85234 -0.91065 0.9 0.7 0.3
H -1.15779 1.73025 -2.95147 -1.6 -0.6 1.5
H -1.10633 -0.04736 -2.57382 -0.7 1.5 0.7
H 0.51663 3.17757 -2.42809 -1.0 1.4 -0.3
H 0.84469 -0.84522 -1.80077 0.0 -1.3 0.2
H 2.78767 3.55021 -2.17686 0.3 -1.0 -0.6
H 3.29628 -0.74008 -1.89234 1.2 -0.7 0.4
H 5.22746 0.71673 -2.62679 -1.8 3.8 3.9
H -0.81148 0.83215 1.61805 -2.0 -3.4 -1.1
H -0.00691 -1.72252 1.49492 -1.1 0.1 2.3
H -0.67998 -1.60645 4.36424 0.8 -1.5 1.2
H -1.79675 -0.23142 3.87393 2.1 -1.9 -0.6
H 0.62492 0.41741 4.29789 -0.8 -0.7 -2.4
H -1.74588 -2.39241 0.37856 -0.4 -0.6 -1.3
N -1.25790 2.12189 0.16008 2.1 4.1 -2.0
N -1.31395 -0.17730 1.28002 1.7 0.6 2.3
O -1.42473 -1.31187 -0.69077 0.7 -2.5 -0.7
O 4.59627 1.66216 -1.69001 3.0 -3.8 -4.9
O -2.21134 -3.37838 3.15176 2.0 2.3 -2.5
O 0.29107 0.11435 3.37437 -0.2 -0.7 3.7
O -2.16585 -3.09335 0.94291 0.1 -0.5 -0.4
```
Forces are in eV/Å.